# C43H113N9O17

10 unconnected molecules or ions with the total composition C43H113N9O17 in a non-equilibrium geometry (wB97M-V/def2-TZVPD, the OMol25 dataset).

For the strongest force on any atom, the calculation gives 4.96 eV/A. The energy above the lowest of the compared OMol25 structures with the same formula, charge and spin is 0.0 kcal/mol. The energy is -3477.5278 Ha. The calculation puts the LUMO energy at -0.3 eV.

```
! wB97M-V def2-TZVPD RIJCOSX def2/J DEFGRID3
* xyz 0 1
H -4.0130 -0.1693 2.2512
H 1.7986 -1.3414 -5.6441
C -0.1136 -3.6282 3.2979
H 4.9704 3.4307 -1.1213
C 4.0904 4.2532 0.7568
H 5.5633 3.8300 -10.1909
H -2.3270 -0.1442 0.0307
N 3.3111 2.0073 -3.4791
C 1.8078 -0.5597 10.0466
C 0.5999 -2.4971 10.8055
C 1.5850 0.9037 6.4710
H 2.1544 -5.6957 -0.2019
H -4.4138 -1.2607 5.2824
O 0.6600 -0.4709 0.7342
N -0.5700 0.8977 -0.6061
C 1.3534 -5.2864 -0.8176
H 5.0071 2.3264 -8.0495
H 1.1195 1.8689 6.6703
H 1.4620 4.8976 1.2021
H -0.2752 -2.2566 10.2019
H 4.4415 4.6605 1.7050
N 2.9938 3.3456 1.1131
C -0.9709 3.1061 -6.3669
O -0.1546 3.1446 -5.2452
H -1.8247 2.9759 -4.0091
N -3.0893 -2.1707 -4.0409
C -0.3614 -0.0957 0.2035
O -3.7397 1.0670 -0.2496
H 1.9916 -1.9354 -4.0513
C 3.0735 2.8186 -4.6414
C -0.0090 -4.2269 1.8543
H 0.6835 -3.5717 10.9679
O 4.3059 0.3720 -1.6359
H 4.7928 5.0745 -11.0899
H 1.1745 -7.6648 0.3579
C 3.2341 -0.1837 -2.4227
H -7.9366 -4.8724 5.5657
H -1.4558 0.8966 -1.0913
H 2.2433 3.0192 -0.6782
C -2.7259 -2.0009 -2.5932
O 0.1780 -6.1134 -0.7593
H -4.7672 -2.3547 -2.1313
H 7.1536 4.1596 -1.9274
O -3.8582 -3.9470 -1.4184
C 5.2741 3.6691 -0.1020
H 2.3037 -0.2543 10.9679
C 7.4627 4.0268 -0.8906
H 3.7110 5.1336 0.2380
C -6.5046 -0.5076 5.0877
H 0.7804 4.5671 4.6532
H 1.1417 -2.6539 1.4183
H -1.5799 -2.2275 4.9395
H -7.1787 -2.3816 5.0010
H 1.9360 -3.2440 -0.8344
H -8.4703 -0.5816 6.8970
H 0.8483 -0.0954 10.2742
H 3.8915 3.5566 -6.4770
C 0.0051 3.9159 4.2495
H -3.7655 -1.9756 -0.7422
C -4.9661 -0.6898 2.1575
C 0.8572 0.2378 5.2607
H -3.0876 -3.1771 -4.1263
H -2.6628 -0.9369 -2.3651
H -3.4312 -5.4607 -0.0977
H -7.9611 -3.2383 7.2484
O 3.5950 3.3964 -10.5258
H -2.1080 -4.3178 -0.3344
H -0.4549 -0.7197 -3.8975
C 1.4969 -2.1638 -4.9954
H 1.7357 -5.4226 -1.8292
C 1.8368 4.0300 1.7452
H 1.1926 0.8592 4.4303
H -4.9960 -1.2482 1.2218
H 3.4069 -1.2597 -2.4465
H -1.5808 -3.9954 5.5339
H -6.4613 0.2273 5.8915
O 1.6864 -1.9566 10.0236
H 0.0227 -5.3140 1.7807
H 2.3545 0.2469 -4.3147
C 4.1856 2.8002 -5.7493
C 1.6928 3.0000 -8.9626
H 3.4861 0.4897 0.3228
H -1.0908 1.3806 3.6201
O -5.2296 -1.4284 3.3314
H -0.8889 -3.8992 1.3007
H 2.1901 4.4645 2.6804
H 0.4607 2.9869 4.5924
H 1.4124 3.6214 -7.0052
C 5.1854 1.5022 -7.3590
H 7.8615 3.0302 -0.7013
O -0.2773 3.7840 2.8836
H 4.1290 -1.1503 -0.1540
H 0.8559 -8.0397 -1.3415
H 2.6650 0.9527 6.3327
C -3.8077 -2.5643 -1.6586
O 4.2395 1.5411 -6.2832
C -1.2291 0.4154 4.1074
C -8.8186 -2.7190 6.8205
H 0.1665 -3.3686 -0.8280
C -8.4390 -1.4140 6.1939
C 4.7964 3.9938 -10.9480
H -0.4425 -7.9905 -0.1917
C -2.2477 -1.3980 -5.0301
H 3.6220 3.9405 -8.5873
H -0.8569 2.5575 -8.4897
H -2.9940 -3.2324 4.7304
H 5.1323 0.6346 -8.0167
H 1.0823 -0.8189 5.1166
C -1.9065 -3.2580 4.8002
H 1.4173 -1.0032 7.3603
H -2.7317 -0.4240 -5.1029
H 0.1320 2.6945 1.2212
H 4.1175 0.2892 -4.3058
H 5.1917 3.4924 -11.8314
H -1.0860 4.5970 -4.1535
C 3.2250 0.6101 -3.7685
H -2.4202 -1.7958 -6.0302
H -7.1872 -0.1523 4.3158
H -1.3928 4.0741 -6.6372
H 2.5390 1.1756 8.9696
H 6.2098 1.6224 -7.0066
H 8.3010 4.7119 -0.7642
H 5.7423 2.8185 0.3932
H 5.1229 3.2777 -5.4635
H -1.5982 -1.5002 0.9129
N 0.8991 3.6019 -7.8748
H 3.3065 -0.3853 8.3918
H 0.5629 -1.9264 11.7334
H -3.9796 1.9347 0.0756
H -4.0042 1.0739 -1.1695
H 2.5767 4.9479 -9.6097
C -0.1981 2.6372 -7.6250
H 0.8816 3.5659 -1.0510
N -7.0940 -1.6429 5.6845
H 0.1252 1.6006 -7.5290
C -0.8872 3.5297 -4.0566
H -0.2379 3.1786 -3.2545
H 0.5548 -4.1559 3.9782
O 1.5307 2.9111 -1.3081
C 4.2208 -0.0691 -0.2569
H 0.9038 2.1329 2.4757
H 2.1153 2.4652 -5.0222
C 0.4877 -7.4961 -0.4715
C -0.6896 -1.1598 -4.8667
H -0.7936 -0.1889 3.3117
H 2.0098 -3.0396 -5.3927
C 2.8879 3.9260 -9.3929
O 0.0632 -2.3817 -4.9650
N 1.1285 -3.6202 1.1247
H 0.1134 -2.5659 3.2087
H -0.4901 -0.4648 -5.6823
O -0.5844 0.2556 5.3651
H -2.2893 0.1725 4.1797
H 2.2908 -0.0217 -1.9012
H 2.0861 2.0030 -8.7642
C -5.0600 -0.7776 4.5495
H -9.4514 -5.0858 4.6090
O -1.5106 -3.6715 3.4641
H -4.6376 0.2240 4.4688
C 2.3984 0.1262 8.7109
C -3.1931 -4.4174 -0.3050
H 0.1276 1.6044 -0.7908
N 1.3620 -0.0393 7.6568
H 1.0743 2.9707 -9.8597
H -1.7924 -2.5205 -2.3771
O -9.5883 -3.6030 5.9573
H -3.4504 -3.8971 0.6176
H -9.0923 -0.9892 5.4318
C 0.6495 3.1172 2.0824
H 5.1374 0.1859 0.2750
H 2.6909 2.1987 -2.7052
N -1.5249 -0.6290 0.4071
H 2.7857 3.8418 -4.3999
O 6.4411 4.5425 -0.0221
H -9.4852 -2.4797 7.6491
C -8.7864 -4.3745 5.0989
C 1.0857 -3.7747 -0.4059
H -0.9074 4.1286 4.8066
H -5.7497 0.0656 2.0981
H -1.8566 2.4793 -6.2632
H -8.4045 -3.6100 4.4222
H 3.2505 2.6107 1.7566
*
```